Record 1
Formula: C21H37B2F4N11O8SSi2Ti
Source: the Open Molecules 2025 dataset
Level of theory: wB97M-V/def2-TZVPD

The geometry in XYZ format:
```
87
Properties=species:S:1:pos:R:3:forces:R:3:mulliken_charge:R:1
Ti -0.1427 0.0846 -0.3188 -2.11 0.89 0.42 -2.39
C -1.9587 -0.6495 4.0546 0.15 0.12 -0.09 -1.98
C -1.8422 -0.0234 2.6988 0.18 0.12 0.40 0.76
N -0.8651 0.7287 2.3712 -0.11 -0.08 -0.07 0.46
O 0.0875 0.9135 3.2973 0.04 -0.25 0.19 -0.70
B 1.0706 1.9610 2.9575 -0.18 0.42 0.45 0.82
F 0.6021 3.1968 3.4666 -0.16 -0.03 -0.17 -0.39
F 2.2870 1.6796 3.5328 0.00 -0.21 -0.08 -0.34
O 1.3155 2.0936 1.4898 0.07 -0.09 0.04 -0.66
N 0.3397 1.9701 0.5726 0.23 1.05 -0.37 1.33
C -0.2917 3.0246 0.1939 0.37 0.13 0.16 0.75
C -0.1297 4.3861 0.7802 0.23 -0.15 0.11 -2.02
C -1.2406 2.7645 -0.8894 -0.31 -0.20 -0.45 0.14
N -1.3144 1.5252 -1.2118 -0.64 1.42 -0.38 1.32
O -2.1614 1.1629 -2.2037 -0.11 0.02 -0.02 -0.54
B -3.4951 0.7190 -1.6476 -0.35 0.27 0.06 0.52
F -4.2016 0.1556 -2.6806 0.15 -0.19 -0.06 -0.38
F -4.1681 1.8600 -1.1643 0.15 0.05 0.15 -0.41
O -3.3541 -0.2675 -0.5608 -0.14 -0.06 -0.05 -0.47
N -2.5012 0.1004 0.4424 0.44 -0.65 -0.07 0.45
C -2.7899 -0.3362 1.6107 -0.28 0.11 -0.13 0.56
C -3.9810 -1.1960 1.9028 0.02 0.28 -0.26 -2.17
C -2.0298 3.8413 -1.5512 0.01 -0.10 0.03 -2.05
H -1.4582 -0.0010 4.7707 -0.03 -0.05 0.05 0.46
H -1.4241 -1.6030 4.0509 -0.03 -0.05 0.04 0.27
H -2.9887 -0.8154 4.3601 -0.03 -0.03 -0.06 0.45
H 0.6160 4.3506 1.5682 -0.06 0.04 0.02 0.40
H 0.1783 5.1063 0.0210 -0.07 -0.02 -0.09 0.46
H -1.0755 4.7210 1.2085 -0.03 0.01 -0.01 0.41
H -4.5611 -1.3208 0.9934 -0.05 -0.02 0.07 0.39
H -4.5964 -0.7387 2.6779 -0.03 -0.08 0.05 0.50
H -3.6374 -2.1721 2.2479 -0.02 0.00 0.11 0.38
H -2.2764 3.5276 -2.5634 -0.01 0.03 0.01 0.39
H -1.4722 4.7753 -1.5610 0.02 0.02 -0.01 0.55
H -2.9720 3.9853 -1.0206 0.01 0.02 0.00 0.34
C -1.4616 -3.9894 0.3319 0.39 0.77 0.10 -1.67
Si -1.0657 -2.9949 -1.2558 -1.21 -1.65 -1.05 1.94
C -2.8557 -2.9745 -1.9951 0.37 0.00 0.02 -1.38
C -0.1056 -4.2385 -2.3582 -0.06 0.40 0.19 -1.48
N -0.5708 -1.3076 -1.6840 0.28 0.30 0.37 1.48
C -0.3099 -0.9609 -2.9373 0.04 0.11 -0.37 0.49
C -0.6812 -1.6808 -4.1059 -0.15 -0.02 -0.16 -0.91
C -0.3973 -1.1935 -5.3479 -0.10 -0.18 0.17 -1.12
C 0.2716 0.0410 -5.5065 0.12 0.25 0.14 -1.23
C 0.6877 0.7480 -4.4168 -0.03 0.02 -0.39 -0.85
C 0.4621 0.2607 -3.1017 0.03 -0.02 0.04 1.08
N 0.9108 0.8272 -1.9824 0.43 -0.55 -0.15 0.91
Si 2.2927 1.9192 -2.0647 0.95 0.98 -0.70 0.90
C 1.6286 3.6096 -2.6978 0.04 -0.40 0.19 -1.53
C 3.3237 2.2779 -0.5279 -0.49 -0.31 0.01 -1.20
C 3.6108 1.2921 -3.2946 -0.43 -0.02 0.13 -1.49
H -1.7590 -5.0010 0.0483 0.01 0.04 -0.25 0.43
H -2.2885 -3.5431 0.8843 -0.04 0.04 -0.01 0.23
H -0.6020 -4.0458 0.9958 -0.05 -0.21 0.08 0.35
H -3.0108 -3.8940 -2.5680 -0.02 -0.07 -0.01 0.51
H -3.0477 -2.1296 -2.6548 -0.04 0.03 -0.02 0.34
H -3.6216 -2.9441 -1.2199 0.02 0.05 0.09 0.28
H -0.7609 -4.7769 -3.0447 -0.05 0.02 -0.02 0.36
H 0.3779 -4.9634 -1.7016 0.02 -0.02 0.07 0.38
H 0.6649 -3.7236 -2.9311 0.08 -0.06 -0.05 0.41
H -1.2476 -2.5930 -4.0060 0.02 -0.03 0.02 0.36
H -0.7160 -1.7429 -6.2240 -0.02 -0.01 -0.01 0.41
H 0.4370 0.4339 -6.5012 0.02 0.02 -0.01 0.41
H 1.1748 1.7032 -4.5509 0.00 -0.01 0.00 0.42
H 1.5268 4.3186 -1.8743 0.01 0.02 0.05 0.34
H 0.6540 3.5245 -3.1815 -0.02 -0.03 -0.04 0.31
H 2.3266 4.0412 -3.4171 0.03 0.03 -0.02 0.55
H 2.9857 3.1577 0.0145 -0.07 0.00 0.06 0.29
H 4.3617 2.4408 -0.8209 -0.01 -0.05 -0.21 0.60
H 3.2836 1.4432 0.1696 0.09 0.00 0.11 0.11
H 3.1943 0.7836 -4.1615 0.07 -0.01 -0.04 0.49
H 4.2456 0.5691 -2.7888 0.04 0.02 0.04 0.30
H 4.2397 2.1155 -3.6417 -0.08 0.13 0.06 0.46
N 3.4822 -4.9067 -1.7125 -0.12 -0.39 0.27 -0.92
N 3.5496 -3.5405 -1.5883 0.23 0.40 -0.25 1.35
N 4.1468 -2.9420 -0.5857 0.03 -0.04 0.26 -0.74
C 3.9298 -1.6718 -0.8765 0.20 -0.13 -0.18 -0.33
N 3.2342 -1.5196 -2.0207 0.12 -0.10 0.10 0.27
N 3.0176 -2.7205 -2.4621 -0.13 -0.14 -0.35 -0.86
H 4.2916 -5.2639 -2.2041 0.00 0.16 -0.12 0.26
H 2.6280 -5.1296 -2.2085 -0.03 0.06 0.01 0.25
H 4.2858 -0.8560 -0.2752 -0.04 0.02 0.09 0.55
O 1.5832 -2.3276 1.9411 -0.10 0.49 0.19 -0.85
S 1.0077 -1.8583 0.7248 1.81 -2.37 1.23 1.18
O 1.5689 -0.5283 0.2500 0.71 0.18 0.26 -0.27
O -0.4390 -1.4476 0.8620 -0.04 -0.36 0.11 -0.30
O 1.1088 -2.8311 -0.3571 -0.12 -0.09 0.01 -0.48
```
Forces are in eV/Å.

* spin multiplicity: 2
* HOMO energy (spin up / spin down): -5.1 / -6.1 eV
* total charge: -1
* total energy: -4302.924431 Ha

Record 2
Formula: C43H80As3N2PPtS
Source: the Open Molecules 2025 dataset
Level of theory: wB97M-V/def2-TZVPD

The geometry in XYZ format:
```
131
Properties=species:S:1:pos:R:3:forces:R:3:mulliken_charge:R:1
Pt -0.4277 -0.1388 0.4742 -0.34 -0.27 0.13 2.91
C 0.0923 -6.6407 -0.4589 0.00 0.00 0.00 -1.52
C 0.5712 -5.4717 0.4122 0.00 0.00 -0.01 0.27
C 0.4581 -5.8154 1.8950 0.00 0.00 0.00 -1.58
C -0.1726 -4.2165 0.0206 0.01 -0.01 0.00 0.37
C -1.3433 -3.8196 0.6650 -0.02 -0.01 0.00 -0.27
C -2.0435 -2.7019 0.2724 0.00 -0.01 0.02 1.49
C -3.3537 -2.3900 0.9630 -0.02 0.00 0.00 0.18
C -4.3945 -3.4841 0.7028 0.00 0.00 0.00 -1.56
C -3.1453 -2.2003 2.4680 0.01 0.00 0.00 -1.44
C -1.5593 -1.8989 -0.8165 0.06 0.06 0.01 -1.10
C -0.3829 -2.3404 -1.5129 -0.05 -0.04 -0.04 1.02
C 0.2843 -3.4668 -1.0548 -0.02 0.00 -0.02 -0.44
C 0.0176 -1.7662 -2.8602 0.03 -0.02 0.02 0.61
C -0.3874 -2.7322 -3.9823 0.01 0.00 0.00 -1.61
C 1.5142 -1.4738 -2.9666 -0.02 0.02 0.02 -1.95
C -2.6136 -1.2497 -1.6726 0.02 -0.01 -0.01 0.25
C -3.3642 -2.1381 -2.4486 0.00 0.01 -0.01 -0.73
C -4.2885 -1.6820 -3.3674 0.00 0.01 0.00 -1.35
C -4.4653 -0.3144 -3.5342 0.00 -0.01 -0.01 -1.24
C -3.7543 0.5690 -2.7465 -0.02 0.00 0.02 -0.27
C -2.8383 0.1155 -1.7883 0.00 0.01 -0.01 0.52
P -1.9719 1.2447 -0.6522 -0.03 0.13 -0.06 -0.33
C -3.3540 2.0247 0.4091 -0.01 0.01 0.01 2.96
C -4.7367 1.9307 -0.2489 0.00 -0.02 0.00 -2.03
C -3.4240 1.2514 1.7271 0.02 -0.03 0.00 -1.16
C -3.1103 3.4997 0.7478 -0.01 0.01 -0.02 -1.87
C -1.2007 2.5355 -1.7797 0.04 0.01 0.04 2.75
C -0.3388 1.7743 -2.7931 0.01 -0.02 0.03 -1.49
C -0.2936 3.4521 -0.9530 -0.01 0.00 0.02 -1.90
C -2.1939 3.4069 -2.5706 0.00 -0.01 -0.02 -1.75
H 0.6518 -7.5454 -0.2212 0.00 0.00 0.00 0.46
H 0.2189 -6.4275 -1.5207 0.00 0.00 0.00 0.34
H -0.9655 -6.8388 -0.2762 0.00 0.00 0.00 0.33
H 1.6287 -5.2945 0.1771 -0.01 0.00 -0.01 0.01
H -0.5460 -6.1572 2.1502 0.00 0.00 0.00 0.43
H 0.6919 -4.9577 2.5300 0.00 0.01 0.00 0.30
H 1.1411 -6.6284 2.1420 0.00 0.00 0.00 0.42
H -1.7201 -4.4135 1.4872 0.00 0.00 0.00 0.42
H -3.7431 -1.4628 0.5379 0.00 0.00 0.00 -0.57
H -4.0578 -4.4455 1.0935 0.00 0.00 0.00 0.27
H -4.5986 -3.6020 -0.3611 0.00 0.00 0.00 0.34
H -5.3316 -3.2328 1.2005 0.00 0.00 0.00 0.49
H -2.8557 -3.1374 2.9459 0.00 0.00 0.00 0.38
H -4.0696 -1.8646 2.9404 0.00 0.00 0.00 0.54
H -2.3638 -1.4648 2.6723 0.00 0.00 0.00 0.16
H 1.1526 -3.8242 -1.5993 0.00 0.00 0.01 0.53
H -0.5230 -0.8336 -3.0029 -0.02 -0.01 0.00 -0.97
H 0.1385 -3.6835 -3.8807 0.00 0.00 0.00 0.34
H -0.1223 -2.3047 -4.9499 0.00 0.00 0.00 0.48
H -1.4564 -2.9331 -3.9847 0.00 0.00 0.00 0.34
H 2.1071 -2.3916 -2.9339 0.00 0.00 0.00 0.42
H 1.8473 -0.8017 -2.1716 0.00 0.00 -0.02 -0.24
H 1.7332 -0.9931 -3.9208 0.00 0.00 0.00 0.51
H -3.1938 -3.2024 -2.3353 0.00 0.00 0.00 0.95
H -4.8576 -2.3847 -3.9615 0.00 0.00 0.00 0.47
H -5.1686 0.0622 -4.2644 0.00 0.00 0.00 0.49
H -3.9381 1.6220 -2.8711 0.00 0.01 0.00 0.48
H -5.0447 0.9037 -0.4396 0.00 0.00 -0.01 0.32
H -4.8082 2.4965 -1.1752 0.00 0.00 0.00 0.30
H -5.4541 2.3698 0.4474 0.00 0.00 0.00 0.59
H -3.4468 0.1746 1.5826 -0.03 0.03 0.00 -0.19
H -4.3323 1.5425 2.2588 0.01 0.01 0.01 0.74
H -2.5789 1.4898 2.3679 0.01 -0.01 -0.01 -0.34
H -3.2448 4.1625 -0.1032 0.01 0.00 -0.01 0.34
H -2.1309 3.6814 1.1719 0.00 0.00 0.01 0.18
H -3.8485 3.7902 1.4990 -0.01 0.00 -0.01 0.51
H 0.3807 1.1143 -2.3035 0.01 0.02 0.00 -0.39
H 0.2170 2.4973 -3.3938 -0.01 0.00 -0.01 0.84
H -0.9569 1.1867 -3.4719 0.00 -0.01 0.00 0.47
H 0.3670 2.8772 -0.3027 0.02 0.00 -0.02 -0.42
H -0.8592 4.1604 -0.3534 0.00 0.00 0.01 0.49
H 0.3230 4.0391 -1.6354 -0.01 0.01 0.00 0.80
H -2.5077 2.9180 -3.4901 -0.01 -0.01 0.00 0.41
H -1.6815 4.3256 -2.8629 0.00 0.00 -0.01 0.44
H -3.0808 3.6984 -2.0140 0.00 0.01 0.01 0.35
C -0.5976 0.5164 3.9965 -0.01 0.03 0.02 -1.28
As 0.2008 1.2483 2.3870 0.28 0.16 -0.13 0.86
C -0.2181 3.1272 2.6527 -0.09 -0.03 0.01 -1.68
C 2.0636 1.2252 3.0058 0.00 -0.05 -0.02 -1.28
C 3.2257 2.0559 2.4037 -0.08 0.08 0.06 3.17
C 4.4993 1.2223 2.5544 0.00 0.00 0.02 -1.78
C 3.0245 2.4583 0.9350 -0.01 0.02 -0.03 -2.49
As 2.6842 1.0902 -0.4355 0.20 -0.06 -0.08 1.46
C 4.4876 0.3374 -0.6569 0.03 0.05 0.03 -1.52
C 2.9305 2.2872 -1.9694 -0.03 0.02 0.01 -1.37
C 3.3720 3.3903 3.1710 0.01 0.00 0.00 -1.96
As 3.8679 3.6310 5.0936 0.00 0.00 0.00 0.33
C 3.3819 1.9508 6.0013 0.00 0.00 0.00 -1.01
C 5.7985 3.3072 4.9912 0.00 0.00 0.00 -1.10
H -0.2977 1.1540 4.8283 -0.02 0.01 0.00 0.54
H -0.2323 -0.4929 4.1638 0.00 0.00 0.00 0.36
H -1.6817 0.5031 3.9253 0.00 -0.01 0.01 0.49
H -1.2515 3.2366 2.9708 0.00 0.00 -0.02 0.71
H -0.0290 3.7327 1.7721 0.03 0.00 0.01 0.36
H 0.4283 3.4579 3.4640 -0.02 0.00 0.02 0.70
H 2.3167 0.1656 3.0448 0.02 0.00 -0.05 0.27
H 1.9254 1.5474 4.0383 -0.01 -0.09 0.03 0.10
H 4.3986 0.2594 2.0522 0.00 0.00 -0.01 -0.20
H 4.7057 1.0225 3.6039 0.00 -0.01 0.00 0.44
H 5.3615 1.7445 2.1353 0.00 0.00 0.01 0.42
H 3.9019 3.0166 0.5970 0.01 0.00 0.03 0.93
H 2.1834 3.1568 0.8685 0.00 -0.01 -0.02 0.50
H 5.2191 1.1455 -0.6467 0.00 0.00 0.01 0.51
H 4.5295 -0.1484 -1.6327 0.00 0.01 0.00 0.51
H 4.7486 -0.3794 0.1140 -0.01 -0.02 -0.02 0.17
H 3.9155 2.7478 -1.9003 0.00 0.00 -0.01 0.59
H 2.1761 3.0667 -1.9963 0.00 0.00 0.00 0.20
H 2.8739 1.7096 -2.8919 -0.01 0.00 0.00 0.43
H 2.4489 3.9625 3.0541 0.00 0.01 -0.02 0.35
H 4.1363 3.9920 2.6680 0.01 0.00 0.01 0.68
H 2.3096 1.9082 6.1941 0.00 0.00 0.00 0.26
H 3.8805 1.9895 6.9702 0.00 0.00 0.00 0.46
H 3.7013 1.0447 5.4881 0.00 0.00 0.00 0.23
H 6.2393 4.0036 4.2786 0.00 0.00 0.00 0.33
H 6.0607 2.2888 4.7125 0.00 0.00 0.00 0.31
H 6.2208 3.5229 5.9718 0.00 0.00 0.00 0.40
C 3.9736 -2.8959 -0.2450 -0.01 -0.01 0.00 -1.62
N 2.7166 -2.3530 0.2629 0.02 0.01 0.02 2.15
C 2.2390 -2.3633 1.4919 -0.02 -0.01 -0.02 0.11
S 0.6705 -1.7404 1.8859 0.05 0.04 0.04 -0.87
N 2.8729 -2.9294 2.5257 -0.01 -0.01 0.01 0.17
C 3.8212 -4.0490 2.5119 0.01 0.01 0.00 -1.08
H 4.1730 -2.4208 -1.2008 0.00 0.00 0.00 0.23
H 3.9159 -3.9727 -0.3991 0.00 0.00 0.00 0.34
H 4.7973 -2.6652 0.4241 0.00 0.00 0.00 0.50
H 2.0820 -1.9626 -0.4193 0.01 0.03 0.01 -2.00
H 2.4118 -2.7642 3.4070 0.00 -0.01 0.00 0.40
H 4.8513 -3.7153 2.4139 0.00 0.00 0.00 0.32
H 3.5785 -4.7524 1.7193 0.00 0.00 0.00 0.28
H 3.7203 -4.5697 3.4603 0.00 0.00 0.00 0.39
```
Forces are in eV/Å.

* spin multiplicity: 1
* ΔE to the lowest compared entry with this formula, charge and spin: 0.000 eV
* HOMO energy: -12.4 eV
* total charge: +2
* total energy: -9361.738877 Ha

Which value of total energy does entry 1 give?
-4302.924431 Ha

Which of these has the highest total energy?
C21H37B2F4N11O8SSi2Ti

Which value of spin multiplicity does entry 1 give?
2